Molecular formula: C3Cl2
Method: DFT, ωB97M-V/def2-TZVPD

## Properties
HOMO-LUMO gap: 8.46 eV
Calculated total energy: -28150.3735 eV
Relative energy (zero: lowest compared OMol25 entry of this formula, charge and spin): 0.0 kJ/mol
Max |F|: 4.30 eV Å⁻¹

```
! RIJCOSX wB97M-V def2-TZVPD def2/J DEFGRID3
* xyz 0 1
C 0.887 -0.138 -0.016
C 2.113 -0.416 -0.076
C -0.382 0.189 0.107
Cl -1.609 -1.298 -0.013
Cl -1.009 1.663 -0.001
*
```